Formula: C52H98F5I2NO18S
Source: OMol25
Level of theory: wB97M-V/def2-TZVPD

spin multiplicity	1
net charge	0
E_tot	-134470.780	eV

XYZ file:
```
177
Properties=species:S:1:pos:R:3:mulliken_charge:R:1
C 0.4443 5.3131 -4.3918 -0.821
C 1.7596 5.0745 -3.5494 -0.519
C 2.6347 3.8647 -4.0392 -0.792
C 1.9232 2.4576 -3.9420 0.555
C 2.4779 1.5643 -2.7558 -0.600
C 1.5006 0.3422 -2.5374 0.986
C 1.3759 -0.0843 -0.9933 -1.140
N 0.0407 -0.7058 -0.8222 1.349
C -0.8695 0.0491 0.0683 -0.986
C -0.8822 -0.3773 1.5848 -0.846
C 0.4263 -0.0543 2.4023 -0.783
C 0.9972 1.4119 2.2102 -0.119
C 1.4629 1.9992 3.6240 -0.799
S 3.2285 2.5284 3.4335 1.184
O 3.3482 3.4312 2.2967 -0.599
O 3.9925 1.3064 3.1119 -0.627
O 3.8518 3.1110 4.8318 -0.469
C -2.3885 0.0595 -0.4098 0.130
C -2.5770 -0.0364 -1.9766 0.355
C -3.4193 -1.3386 -2.2881 -0.509
O -4.0893 -1.1882 -3.5627 -0.405
C -3.4729 -1.9227 -4.5671 0.157
O -2.7094 -1.3919 -5.3280 -0.425
O -2.9210 1.3525 0.0044 -0.406
C -4.3348 1.2755 0.1917 0.395
C -5.1321 2.5477 -0.2918 -1.025
I -5.5045 3.9557 1.3492 0.264
C -4.5152 3.2802 -1.5813 -0.335
C -5.4694 3.1920 -2.8532 -1.192
I -4.4022 5.4397 -1.1375 -0.037
C 0.0898 -2.1166 -0.5729 0.898
F -1.1499 -2.7037 -0.3603 -0.325
F 1.0040 -2.4936 0.4472 -0.359
C 0.6731 -2.7824 -1.8860 -0.268
C -0.0143 -2.7625 -3.1712 0.389
C 0.5774 -3.3472 -4.3607 -0.807
C 1.8921 -3.9654 -4.3347 -0.773
C 2.5986 -4.0244 -3.0617 0.228
C 4.0173 -4.6626 -2.9394 0.711
F 4.8804 -4.2567 -3.9249 -0.229
F 4.6177 -4.3930 -1.7351 -0.257
F 3.8622 -6.0336 -3.0163 -0.272
C 1.9916 -3.4371 -1.8538 -0.398
H 0.4954 4.8958 -5.4369 0.234
H -0.4158 4.8486 -3.8284 0.114
H 0.2089 6.4079 -4.5202 0.324
H 1.5119 5.0189 -2.4484 0.239
H 2.3810 6.0140 -3.6561 0.376
H 3.5948 3.8666 -3.4602 0.386
H 2.9017 4.0564 -5.1172 0.304
H 0.8063 2.5836 -3.8665 0.194
H 2.1288 1.9174 -4.9129 -0.496
H 3.5090 1.2100 -3.0023 0.242
H 2.4577 2.1790 -1.8108 0.266
H 1.7995 -0.5642 -3.1388 -0.106
H 0.4794 0.6399 -2.8957 -0.526
H 1.5366 0.8565 -0.4144 0.107
H 2.2434 -0.7608 -0.7963 0.287
H -0.5500 1.1302 0.0167 0.537
H -1.7138 0.2143 2.0751 0.708
H -1.1323 -1.4551 1.7681 -0.032
H 1.2713 -0.7689 2.2466 -0.055
H 0.1452 -0.1436 3.4956 0.652
H 0.3118 2.1221 1.6888 0.400
H 1.9558 1.3020 1.6267 0.120
H 0.7962 2.8367 3.9444 0.444
H 1.4892 1.2108 4.4237 0.335
H 4.2729 2.3245 5.2457 0.374
H -2.9891 -0.7202 0.1475 0.048
H -1.6350 0.0554 -2.5697 -0.163
H -3.2322 0.8282 -2.2885 -0.021
H -2.8467 -2.2959 -2.1769 0.481
H -4.2389 -1.3734 -1.5113 0.076
H -3.6590 -3.0257 -4.6833 0.383
H -4.5027 1.1998 1.3079 0.175
H -4.8100 0.3729 -0.2823 -0.147
H -6.1567 2.1936 -0.5894 0.502
H -3.4802 2.9636 -1.8435 0.578
H -5.9323 2.1781 -2.9739 0.296
H -4.8353 3.4092 -3.7611 0.340
H -6.2500 4.0009 -2.8402 0.431
H -1.0144 -2.2844 -3.2268 -0.296
H 0.0436 -3.2966 -5.3346 0.385
H 2.4086 -4.4043 -5.2257 0.428
H 2.6049 -3.5235 -0.9258 0.650
C -1.9845 -3.8914 4.4579 -0.531
O -3.1633 -3.2226 4.8625 -0.295
C -3.0111 -1.8128 4.9329 -0.043
C -4.2823 -1.1044 4.4878 0.032
O -4.5208 -1.1502 3.0805 -0.140
C -4.8667 -2.4139 2.5180 -0.075
C -6.2401 -2.9308 2.9242 -0.939
O -6.2302 -3.3986 4.2645 -0.269
C -7.4284 -3.1200 4.9599 -0.793
H -1.2559 -3.9049 5.2744 0.312
H -2.2517 -4.9165 4.2009 0.265
H -1.5482 -3.4212 3.5695 0.105
H -2.1737 -1.4731 4.3112 -0.208
H -2.8030 -1.5560 5.9788 0.483
H -4.1681 -0.0431 4.7243 -0.117
H -5.1532 -1.4506 5.0443 0.155
H -4.0875 -3.1525 2.7063 0.263
H -4.8814 -2.2530 1.4349 0.135
H -6.5099 -3.7768 2.2814 0.426
H -6.9768 -2.1322 2.7880 0.357
H -7.7138 -2.0667 4.8562 0.348
H -7.2572 -3.3186 6.0182 0.237
H -8.2389 -3.7668 4.6028 0.316
C 5.4149 -2.3063 -7.5046 -0.764
O 4.1727 -1.8462 -8.0007 -0.328
C 3.1540 -1.8118 -7.0125 -0.400
C 2.2363 -0.6145 -7.2168 -0.376
O 2.8154 0.6401 -6.8636 -0.286
C 3.8637 1.1330 -7.6948 -0.332
C 3.4184 1.5559 -9.0881 -0.703
O 3.1481 0.4230 -9.9015 -0.271
C 2.0537 0.6134 -10.7740 -0.810
H 5.3840 -3.3892 -7.3473 0.312
H 6.1790 -2.0751 -8.2470 0.247
H 5.6816 -1.7967 -6.5726 0.341
H 3.5804 -1.7684 -6.0032 0.278
H 2.5701 -2.7358 -7.1110 0.371
H 1.3822 -0.7359 -6.5432 0.385
H 1.8292 -0.5877 -8.2275 0.076
H 4.6948 0.4292 -7.7351 0.103
H 4.2413 2.0241 -7.1841 0.446
H 4.2266 2.1205 -9.5672 0.434
H 2.5379 2.2007 -9.0009 0.347
H 1.1784 0.9976 -10.2376 0.367
H 1.7887 -0.3556 -11.1980 0.232
H 2.3259 1.2959 -11.5884 0.319
C -5.2640 2.6662 5.4712 -0.634
O -4.8427 3.8122 6.1842 -0.339
C -4.5433 4.8917 5.3132 -0.151
C -4.9462 6.2280 5.9194 -0.439
O -6.3519 6.4631 5.9479 -0.475
C -7.1276 5.6708 6.8436 -0.262
C -6.8911 5.9693 8.3179 -0.555
O -5.6435 5.4444 8.7498 -0.264
C -4.9863 6.2725 9.6865 -0.814
H -4.4085 2.1920 4.9795 0.170
H -5.6996 1.9659 6.1853 0.349
H -6.0325 2.9193 4.7335 0.317
H -5.0500 4.7612 4.3520 -0.118
H -3.4590 4.8834 5.1466 0.439
H -4.5367 7.0158 5.2805 0.442
H -4.5044 6.3716 6.9057 0.120
H -7.0134 4.6089 6.6256 0.052
H -8.1691 5.9193 6.6193 0.413
H -7.6754 5.4864 8.9122 0.395
H -6.9420 7.0515 8.4753 0.354
H -4.9375 7.3100 9.3361 0.368
H -3.9647 5.9082 9.7994 0.232
H -5.4902 6.2269 10.6597 0.318
C 10.2114 -5.6075 2.6390 -0.813
O 9.0308 -4.9125 2.9866 -0.266
C 9.1752 -3.5000 2.9334 -0.556
C 7.8988 -2.8399 2.4318 -0.272
O 7.6556 -3.0078 1.0374 -0.502
C 7.3137 -4.3164 0.5868 -0.384
C 5.9448 -4.8034 1.0416 -0.322
O 5.9623 -5.1559 2.4185 -0.325
C 4.7664 -4.8238 3.0914 -0.766
H 10.9422 -5.5459 3.4517 0.320
H 9.9491 -6.6526 2.4732 0.233
H 10.6430 -5.2146 1.7121 0.366
H 10.0086 -3.2112 2.2829 0.346
H 9.3844 -3.1519 3.9524 0.400
H 8.0081 -1.7610 2.5754 0.424
H 7.0321 -3.1418 3.0200 0.065
H 8.0971 -5.0326 0.8345 0.088
H 7.2940 -4.2492 -0.5049 0.468
H 5.6763 -5.7024 0.4756 0.430
H 5.2039 -4.0229 0.8406 0.184
H 4.4761 -3.7841 2.8993 0.315
H 4.9419 -4.9307 4.1625 0.264
H 3.9570 -5.5022 2.7938 0.315
```

***

Formula: C37H46N4O3S6SeTi
Source: OMol25
Level of theory: wB97M-V/def2-TZVPD

<S²>	0.754
relative energy (zero: lowest compared OMol25 entry of this formula, charge and spin)	0.0	kcal/mol
spin multiplicity	2
net charge	-1

XYZ file:
```
98
Properties=species:S:1:pos:R:3:mulliken_spin:R:1
Ti 0.3957 -1.9974 -1.5643 1.004
C 2.4857 3.6933 3.6004 0.000
C 3.0721 2.2764 3.5086 0.000
C 2.6646 1.5131 4.7695 0.000
C 4.6053 2.3652 3.4789 0.000
C 2.5699 1.5930 2.2381 -0.001
C 1.8367 0.4171 2.2433 0.002
C 1.4055 -0.1470 1.0547 0.002
Se 0.3519 -1.7522 1.1023 0.006
C -1.3794 -0.9426 1.0836 0.024
C -2.0205 -0.6792 2.2837 -0.001
C -3.2457 -0.0365 2.2939 -0.001
C -3.7697 0.3217 1.0515 0.000
C -3.1632 0.0788 -0.1715 -0.009
C -1.9107 -0.6009 -0.1765 -0.001
O -1.2689 -0.8886 -1.2749 -0.004
C -3.9150 0.5431 -1.4308 0.004
C -4.1905 2.0539 -1.3280 0.000
C -3.1861 0.3133 -2.7596 -0.008
C -5.2540 -0.2100 -1.5106 0.000
C -4.0150 0.2845 3.5732 0.000
C -4.2322 1.8015 3.6818 0.000
C -5.3788 -0.4215 3.5477 0.000
C -3.2654 -0.1760 4.8242 0.000
C 1.6743 0.4124 -0.2125 0.010
O 1.2537 -0.1679 -1.3019 -0.004
C 2.4103 1.6317 -0.2255 -0.001
C 2.8293 2.1572 0.9895 0.000
C 2.7759 2.4274 -1.4920 -0.001
C 2.2384 1.8624 -2.8117 0.002
C 2.2204 3.8567 -1.3638 0.000
C 4.3077 2.4893 -1.6161 0.000
H 2.8399 4.1967 4.5054 0.000
H 2.7745 4.3006 2.7405 0.000
H 1.3947 3.6523 3.6299 0.000
H 3.0422 2.0347 5.6524 0.000
H 1.5780 1.4430 4.8586 0.000
H 3.0773 0.5016 4.7741 0.000
H 4.9794 2.8628 4.3790 0.000
H 5.0433 1.3658 3.4278 0.000
H 4.9535 2.9288 2.6110 0.000
H 1.5823 -0.0832 3.1696 0.000
H -1.5366 -0.9838 3.2034 0.000
H -4.7309 0.8261 1.0418 0.000
H -3.2494 2.6064 -1.2749 0.000
H -4.7399 2.3938 -2.2112 0.000
H -4.7811 2.3095 -0.4465 0.000
H -2.2179 0.8117 -2.7816 0.000
H -3.0165 -0.7451 -2.9461 0.005
H -3.8083 0.7168 -3.5659 -0.001
H -5.8773 -0.0252 -0.6332 0.000
H -5.8126 0.1059 -2.3974 0.000
H -5.0752 -1.2856 -1.5789 0.000
H -4.7958 2.1857 2.8295 0.000
H -4.7879 2.0451 4.5930 0.000
H -3.2724 2.3225 3.7106 0.000
H -5.9743 -0.1040 2.6894 0.000
H -5.2463 -1.5034 3.4807 0.000
H -5.9452 -0.1953 4.4567 0.000
H -2.2939 0.3168 4.9100 0.000
H -3.8490 0.0731 5.7137 0.000
H -3.1056 -1.2565 4.8181 0.000
H 3.3978 3.0818 0.9663 0.000
H 1.1523 1.7850 -2.8085 -0.001
H 2.5418 2.5348 -3.6216 0.000
H 2.6425 0.8739 -3.0174 0.000
H 1.1318 3.8309 -1.2786 0.000
H 2.6144 4.3760 -0.4887 0.000
H 2.4825 4.4421 -2.2503 0.000
H 4.7175 1.4802 -1.7140 0.000
H 4.5920 3.0640 -2.5033 0.000
H 4.7708 2.9587 -0.7456 0.000
N -1.3508 -2.1940 -4.6196 0.008
C -0.0305 -2.0213 -4.7696 -0.010
N 0.8171 -1.9323 -3.7732 0.012
C 2.1164 -1.7490 -4.2141 -0.009
C 2.2638 -1.6618 -5.5512 0.000
S 0.7285 -1.8537 -6.3271 0.001
C 3.1720 -1.7382 -3.2174 0.022
C 4.4844 -1.4636 -3.3955 -0.001
S 5.3349 -1.7243 -1.9163 0.000
C 3.8445 -2.1940 -1.1566 -0.006
N 2.8196 -2.1156 -1.9449 -0.026
N 3.7471 -2.5858 0.1497 0.007
H -1.6524 -2.6045 -3.7171 -0.017
H -1.8953 -2.4355 -5.4293 0.001
H 3.1712 -1.5414 -6.1182 0.000
H 4.9917 -1.1211 -4.2821 0.000
H 4.5989 -2.8960 0.5874 -0.001
H 2.9644 -3.2245 0.2852 0.005
O -1.5601 -8.9978 -1.5974 -0.001
C -1.2390 -7.8329 -1.5823 -0.001
S 0.4270 -7.2656 -1.4112 0.001
C 0.0813 -5.5432 -1.4931 0.016
C -1.2043 -5.1866 -1.6321 -0.001
S -1.7351 -3.5360 -1.6793 -0.011
S -2.3822 -6.4906 -1.7107 0.001
S 1.3923 -4.4080 -1.4665 -0.017
```

***

Formula: C5H8N2
Source: OMol25
Level of theory: wB97M-V/def2-TZVPD

relative energy (zero: lowest compared OMol25 entry of this formula, charge and spin)	160.3	kcal/mol
spin multiplicity	1
net charge	0

XYZ file:
```
15
Properties=species:S:1:pos:R:3:mulliken_charge:R:1
C 0.1666 0.0838 0.5469 0.429
C 1.0263 -0.8443 0.8972 -0.443
C 1.0689 0.6092 -0.6033 -0.611
C -1.1276 0.3713 1.1011 -0.512
C 2.0095 -0.5076 -0.1730 -0.391
N -1.9813 0.5007 -0.0477 -0.436
N -2.2901 -0.6944 -0.4916 -0.214
H 0.7744 0.5927 -1.6416 0.275
H 1.3244 1.5733 -0.3548 0.233
H -1.3586 -0.4733 1.7113 0.411
H -1.0246 1.3331 1.7348 0.277
H 2.9461 -0.3691 0.2072 0.323
H 2.2051 -1.0900 -1.0211 0.225
H -2.0271 -1.5588 0.0142 0.206
H -2.9182 -0.8327 -1.3237 0.228
```

***

Formula: C3H5NO2S
Source: OMol25
Level of theory: wB97M-V/def2-TZVPD

<S²>	2.008
relative energy (zero: lowest compared OMol25 entry of this formula, charge and spin)	55.8	kcal/mol
spin multiplicity	3
net charge	0

XYZ file:
```
12
Properties=species:S:1:pos:R:3:mulliken_spin:R:1
C 1.1826 0.2434 -0.1791 0.647
C -0.3618 -1.4401 0.1827 0.854
C 0.0969 1.1707 0.0603 0.054
N 2.3149 -0.1220 -0.3968 0.146
O -2.3465 0.2060 1.0154 0.071
O -1.9031 0.2018 -1.4166 0.020
S -1.3591 -0.0058 -0.0678 0.040
H -0.5483 -2.3182 -0.3941 0.030
H -0.5062 -1.6741 1.2844 0.003
H 0.3417 1.5900 1.0611 0.011
H -0.1244 1.7626 -0.7994 0.007
H 3.2134 0.3857 -0.3502 0.118
```

***

Formula: C10H21ClINO3PTi
Source: OMol25
Level of theory: wB97M-V/def2-TZVPD

<S²>	0.754
relative energy (zero: lowest compared OMol25 entry of this formula, charge and spin)	0.0	kcal/mol
spin multiplicity	2
net charge	+2

XYZ file:
```
39
Properties=species:S:1:pos:R:3:mulliken_spin:R:1
C -2.5591 -2.6570 -5.1901 0.002
C -1.3228 -1.7956 -5.0836 0.005
H -2.7885 -2.9976 -6.2097 0.000
H -3.4348 -2.1170 -4.7958 0.000
H -2.4107 -3.5550 -4.5700 0.000
O -0.6869 -1.0872 -5.7852 0.004
I -0.5330 -1.9066 -2.5805 -0.015
Ti -0.1864 -0.6099 -0.3021 0.995
P -0.9510 1.6103 -0.6410 -0.068
C 0.1558 3.0262 -0.8292 0.015
C -2.0832 1.6852 -2.0475 0.010
H -2.5158 1.2459 1.1829 0.001
H -2.6814 2.8726 0.4334 -0.001
H -1.3295 2.5364 1.5609 0.004
C -1.9748 2.1099 0.7820 0.012
H -2.7016 0.7781 -2.1052 -0.002
H -2.7432 2.5590 -1.9118 -0.001
H -0.4160 3.9176 -1.1429 0.000
H 0.9333 2.8021 -1.5739 -0.001
H -1.5299 1.7919 -2.9919 -0.001
H 0.6470 3.2449 0.1336 0.001
C 1.3740 0.0339 -1.6399 0.019
O 2.0572 0.1986 -2.5685 0.050
Cl -1.7764 -1.7384 0.8510 0.005
C 2.6347 -1.1596 4.3860 -0.001
N 1.8089 -0.4286 3.4092 0.000
C 1.1370 0.8201 3.7886 0.001
C 1.6454 -0.8730 2.1669 -0.034
C 2.3379 -2.0931 1.6753 0.021
O 0.8620 -0.2173 1.3703 -0.031
H 2.6431 -0.6760 5.3616 0.000
H 3.6724 -1.2789 4.0340 0.000
H 2.2643 -2.1780 4.5517 0.000
H 1.5079 1.6382 3.1578 0.000
H 0.0622 0.7151 3.6472 0.000
H 1.3370 1.0004 4.8419 0.000
H 1.6044 -2.8153 1.2943 0.004
H 3.0331 -1.8425 0.8572 0.003
H 2.9072 -2.5601 2.4832 0.001
```